Here is a 17-piece molecular cluster, C56H157N11O23 overall from the OMol25 dataset. Energies are from the ωB97M-V functional and the def2-TZVPD basis.

```
247
Properties=species:S:1:pos:R:3:forces:R:3:lowdin_charge:R:1
C -5.537780 -1.624117 -1.591182 0.64 -0.65 0.27 -0.071
C -6.717170 -1.091537 -0.815532 -0.28 0.67 -0.13 -0.430
C -6.324130 -0.223117 0.426478 -0.15 -0.93 0.43 -0.179
O -7.462910 0.208673 1.168708 -0.95 -0.63 -1.15 -0.204
C -7.186820 0.963413 2.300138 0.97 0.04 0.48 -0.129
N -7.531300 -0.255137 -1.681142 -0.26 0.77 0.15 0.037
H -5.006650 -2.373137 -1.003832 0.28 0.09 0.12 0.072
H -4.835860 -0.852087 -1.906412 0.04 0.24 0.28 0.077
H -5.793050 -2.143077 -2.515102 -0.58 0.10 0.05 0.081
H -7.421530 -1.888177 -0.576062 0.47 -0.34 0.78 0.134
H -5.816940 0.686143 0.103818 0.53 -0.07 -0.27 0.127
H -5.715180 -0.809017 1.114948 0.51 -0.01 0.02 0.120
H -6.528620 0.413243 2.972588 -0.07 -0.36 0.38 0.081
H -8.103130 1.227283 2.828198 -0.01 -0.08 -0.28 0.093
H -6.593310 1.852983 2.089198 -0.19 0.47 -0.33 0.081
H -6.940700 0.276993 -2.304142 0.23 0.10 -0.36 0.056
H -7.815660 0.417713 -0.983632 -1.15 0.65 -0.51 0.051
C -0.863350 6.266403 -4.256682 0.77 0.35 0.24 -0.050
C -0.633070 6.609583 -5.726072 1.45 -0.27 0.99 -0.469
C -0.868970 5.444853 -6.640322 -0.13 1.05 -0.87 -0.267
O -0.032030 4.383373 -6.322902 -0.39 -1.02 0.86 -0.175
C -0.034380 3.275313 -7.232352 0.08 1.91 -0.76 -0.073
N -1.296830 7.824193 -6.139872 -0.55 0.35 -0.82 0.042
H 0.008890 5.811363 -3.787392 0.14 -0.55 -0.47 0.068
H -1.692800 5.576523 -4.101262 -0.29 0.42 0.17 0.075
H -0.876150 7.201993 -3.697582 -0.93 0.02 0.03 0.076
H 0.425300 6.841943 -5.844262 0.26 -0.01 0.25 0.138
H -0.662420 5.860193 -7.626692 0.30 -0.30 -0.64 0.121
H -1.951320 5.316443 -6.652172 -0.39 -1.14 0.21 0.127
H 0.495240 2.422353 -6.808012 -0.36 0.16 0.06 0.089
H 0.487000 3.674083 -8.102552 0.53 -0.51 -0.35 0.082
H -1.028430 3.097283 -7.642552 -0.28 -0.60 0.59 0.083
H -0.827340 8.156433 -6.970112 0.62 0.40 0.02 0.068
H -2.188120 7.634663 -6.575492 -0.81 -0.30 0.52 0.066
C -8.952310 3.030843 -5.320032 0.46 -0.01 2.01 -0.080
C -7.857500 2.840373 -6.312652 -0.30 -0.06 -1.69 -0.427
C -6.787570 1.689893 -6.062622 -1.28 0.67 0.95 -0.149
O -6.198390 1.818883 -4.759872 -0.43 -0.30 0.16 -0.207
C -5.196900 2.802603 -4.717402 0.30 0.01 -1.34 -0.116
N -8.549460 2.622463 -7.582482 0.48 -1.25 -1.69 0.005
H -9.855440 3.520323 -5.684522 0.38 0.25 -0.42 0.077
H -8.504830 3.668033 -4.557242 -0.58 -0.26 0.81 0.076
H -9.302270 2.076123 -4.927412 0.18 -0.05 0.39 0.087
H -7.310210 3.779203 -6.397252 0.11 0.04 -0.17 0.119
H -6.031530 1.632053 -6.845662 0.08 0.43 -0.12 0.116
H -7.280300 0.717653 -6.054742 -0.21 0.03 0.05 0.123
H -4.704830 2.937343 -3.754172 -0.58 -0.25 0.16 0.090
H -5.586030 3.740133 -5.114532 0.06 0.39 0.39 0.076
H -4.433430 2.492133 -5.430732 0.51 0.09 -0.06 0.081
H -9.218950 1.872683 -7.483892 0.27 -0.72 0.22 0.064
H -9.191880 3.324473 -7.920962 0.60 0.95 0.42 0.065
C -1.981430 -0.912407 6.917558 0.76 -0.44 0.67 -0.065
C -0.794660 -1.029787 7.892608 0.00 1.74 -0.41 -0.410
C 0.337810 -0.131717 7.306068 0.30 -0.89 1.19 -0.193
O 1.563510 -0.368267 8.049548 -0.73 -0.68 -0.91 -0.200
C 2.629020 0.281963 7.391628 -0.70 1.42 0.40 -0.124
N -1.274320 -0.465647 9.176068 0.49 -0.87 0.24 0.033
H -2.884180 -1.372857 7.318958 0.09 -0.31 -0.09 0.071
H -1.683250 -1.370947 5.974728 -0.43 0.29 -0.21 0.077
H -2.205080 0.153683 6.878168 0.02 0.02 -0.55 0.071
H -0.359510 -2.018507 8.038098 -0.24 -0.27 -0.35 0.132
H 0.082610 0.927683 7.331468 -0.22 0.20 0.40 0.122
H 0.498720 -0.343907 6.249098 0.09 -0.45 -0.17 0.111
H 3.612980 0.017823 7.779118 -0.25 -0.42 -0.11 0.090
H 2.462010 1.337363 7.606908 0.50 0.52 0.00 0.080
H 2.529980 0.240563 6.306928 0.39 -0.62 -0.18 0.079
H -2.069800 -1.025687 9.447498 -0.89 0.12 -0.34 0.059
H -0.663520 -0.846927 9.884348 0.89 0.60 0.35 0.067
C -2.171340 -2.611267 -6.057282 -0.77 1.79 0.70 -0.088
C -2.167610 -3.390267 -7.345432 -0.18 0.31 0.66 -0.456
C -2.121530 -2.468297 -8.596962 -1.28 -0.09 1.33 -0.174
O -3.408980 -1.784277 -8.707302 1.05 0.76 -1.39 -0.200
C -3.368780 -0.818487 -9.835022 0.06 -1.03 1.11 -0.075
N -1.046800 -4.272387 -7.295722 0.76 -1.13 -1.14 0.026
H -2.057550 -3.108467 -5.093982 -0.20 -1.01 -0.35 0.071
H -3.106250 -2.057447 -5.971742 -0.01 0.38 0.05 0.072
H -1.340210 -1.908647 -5.996972 0.09 0.35 -0.45 0.075
H -3.053720 -4.024537 -7.320532 -0.29 0.14 -0.57 0.138
H -1.854020 -3.064827 -9.469132 -0.27 0.03 -0.25 0.120
H -1.343320 -1.728217 -8.410442 0.22 0.19 -0.15 0.115
H -4.264670 -0.202537 -9.913142 -0.36 -0.56 0.45 0.077
H -3.255910 -1.392277 -10.754872 0.19 0.19 -0.13 0.080
H -2.572450 -0.087447 -9.695232 0.43 -0.25 -0.03 0.074
H -0.172870 -3.795157 -7.464842 0.17 -0.02 0.27 0.074
H -1.043900 -4.724137 -6.392392 0.42 -0.05 -0.05 0.071
C 6.218650 2.441133 0.966868 0.30 0.08 1.21 -0.049
C 6.043080 1.929363 2.423908 0.59 -0.37 0.20 -0.435
C 6.361950 2.977233 3.501358 -0.85 0.60 -0.28 -0.202
O 6.135070 2.512593 4.847778 1.04 0.32 -0.04 -0.191
C 6.814350 3.338153 5.822138 -0.80 0.48 -0.35 -0.098
N 4.681190 1.426963 2.572748 -0.42 0.47 0.35 0.039
H 7.276030 2.529383 0.717288 -0.07 -0.28 -0.26 0.075
H 5.808710 3.444663 0.852968 -0.20 0.12 0.17 0.071
H 5.656720 1.793633 0.293778 0.36 -0.13 -0.05 0.073
H 6.682750 1.079563 2.662158 0.32 -0.17 -0.48 0.128
H 5.625540 3.744263 3.261658 -0.14 0.67 0.36 0.118
H 7.339090 3.449213 3.398738 0.30 -0.31 -0.01 0.122
H 7.879810 3.475373 5.637538 0.14 -0.53 -0.12 0.082
H 6.626030 3.014923 6.845928 0.09 -0.74 -0.30 0.084
H 6.411350 4.350773 5.839238 -0.28 0.26 -0.42 0.078
H 4.449130 1.608213 3.538878 -0.17 -0.63 0.60 0.053
H 4.066680 2.099493 2.136648 -0.28 0.14 -0.59 0.060
C 2.157300 5.319873 5.355938 0.39 0.27 -0.76 -0.040
C 2.312670 6.576253 4.426498 -0.59 1.20 0.40 -0.389
C 1.608220 6.459193 3.082798 0.21 -1.11 0.91 -0.244
O 2.152160 5.361803 2.435998 1.20 -1.08 -1.35 -0.191
C 1.929220 5.333743 1.043318 -1.03 0.48 -0.33 -0.103
N 1.840800 7.875633 4.966908 -0.30 -0.42 1.44 0.022
H 2.676150 5.388303 6.312088 0.28 0.42 -0.16 0.071
H 2.632300 4.527823 4.777028 0.15 -0.15 0.14 0.061
H 1.183430 4.908423 5.621258 -0.53 0.64 -0.42 0.066
H 3.385760 6.716273 4.296188 0.09 -0.32 -0.31 0.126
H 1.674070 7.357063 2.468318 0.13 0.24 0.15 0.127
H 0.572390 6.219403 3.322898 -0.54 0.38 -0.20 0.129
H 1.912200 4.315023 0.656008 -0.11 -0.02 0.30 0.085
H 2.579020 5.913013 0.387348 0.98 0.12 0.52 0.083
H 0.987530 5.848343 0.852248 -0.60 -0.50 -0.17 0.080
H 1.425760 8.511083 4.300538 0.28 -0.18 -0.50 0.055
H 1.089990 7.712503 5.622478 -0.01 -0.03 0.33 0.059
C -5.865510 5.337363 5.163058 0.17 0.82 0.67 -0.074
C -5.151670 4.282863 5.970228 0.95 -1.57 -0.41 -0.438
C -3.673970 3.955413 5.509438 -0.63 0.22 -1.98 -0.104
O -3.618070 3.347963 4.120748 -0.17 0.70 2.36 -0.211
C -2.308500 2.889403 3.843738 -0.34 -0.25 -0.94 -0.140
N -5.238190 4.668373 7.377978 -0.08 0.49 0.31 0.022
H -5.432540 6.291653 5.463008 0.41 0.22 -0.63 0.078
H -6.854820 5.455903 5.604998 -0.36 -0.36 -0.39 0.073
H -5.904270 5.175393 4.085848 0.05 0.01 0.15 0.076
H -5.774760 3.390713 5.907708 0.45 -0.60 -0.63 0.123
H -3.077610 3.327173 6.171088 -0.46 -0.28 0.30 0.107
H -3.115710 4.882523 5.379368 -0.03 0.33 0.32 0.114
H -1.503380 3.613453 3.968718 -0.12 0.41 0.34 0.076
H -2.318920 2.648693 2.780698 0.05 -0.10 -0.06 0.084
H -2.039390 1.972053 4.367338 -0.11 -0.07 0.37 0.075
H -4.542240 4.306023 8.013948 0.24 -0.24 -0.31 0.067
H -6.126180 4.291103 7.676688 -0.02 0.24 0.49 0.071
C 0.196540 -2.040857 1.325898 -0.27 0.61 -1.09 -0.054
C 0.377440 -2.340487 -0.206912 0.84 1.17 0.65 -0.389
C 0.788120 -1.115167 -1.107422 -0.12 -0.34 1.70 -0.165
O -0.223180 -0.073947 -0.996802 1.47 -2.09 -0.40 -0.189
C -0.211450 0.896453 -2.005192 -0.93 0.40 0.24 -0.129
N 1.368580 -3.420727 -0.353102 -0.55 -0.23 -0.39 0.032
H -0.707690 -1.444077 1.445558 -0.24 -0.29 0.31 0.066
H 0.974110 -1.461937 1.824228 0.45 0.03 -0.46 0.071
H 0.166550 -3.001547 1.839968 -0.49 0.07 0.11 0.061
H -0.599190 -2.655327 -0.574562 0.05 -0.37 -0.08 0.125
H 1.080660 -1.466537 -2.096902 -0.95 0.07 -0.51 0.117
H 1.748610 -0.764587 -0.729712 0.14 0.50 0.40 0.113
H -0.366080 0.550053 -3.027052 0.05 -0.60 -0.05 0.081
H 0.672200 1.534433 -2.020522 0.13 0.12 0.31 0.082
H -1.117490 1.429763 -1.717522 0.25 0.78 -0.46 0.089
H 2.300580 -3.142507 -0.080942 0.30 0.57 -0.19 0.057
H 1.150100 -4.073137 0.386318 -0.15 -0.51 -0.09 0.054
C 3.431840 -6.229837 8.543008 -0.03 -0.41 0.40 -0.077
C 3.241770 -4.944297 7.776598 -0.49 -0.15 -0.45 -0.430
C 2.061760 -4.992637 6.726218 0.72 -0.75 -0.38 -0.140
O 2.270520 -5.965127 5.628418 0.34 1.30 1.73 -0.208
C 3.250720 -5.602007 4.655348 -1.05 0.09 -0.18 -0.104
N 3.035770 -3.912607 8.822258 -0.70 -0.27 -0.90 0.033
H 2.555070 -6.331527 9.182558 -0.05 -0.25 0.04 0.080
H 4.286940 -6.128737 9.211358 0.11 0.07 0.09 0.071
H 3.597280 -7.161167 8.001388 -0.19 0.27 -0.42 0.079
H 4.144000 -4.681567 7.224278 0.16 -0.26 -0.35 0.117
H 1.906380 -3.983687 6.344138 0.18 0.19 -0.39 0.107
H 1.092570 -5.279617 7.134128 0.25 -0.20 0.43 0.117
H 3.992290 -4.872217 4.980278 0.26 -0.40 0.36 0.079
H 2.727240 -5.111907 3.834448 -0.02 0.03 -0.32 0.073
H 3.657080 -6.543047 4.284658 0.39 0.26 0.06 0.089
H 2.934510 -3.019507 8.361598 0.00 0.39 0.18 0.051
H 3.868010 -3.885227 9.393868 0.06 0.13 0.09 0.066
C 4.942630 5.897333 -5.677732 -1.16 -0.36 -0.47 -0.072
C 5.699440 4.594783 -5.458032 -2.05 -0.66 1.17 -0.461
C 4.774270 3.322223 -5.453662 1.32 -0.03 -1.24 -0.172
O 5.658110 2.216443 -5.158632 -0.98 -0.55 1.27 -0.218
C 4.992500 0.951403 -4.874912 -0.17 1.43 -0.49 -0.079
N 6.810950 4.441503 -6.340762 0.69 0.12 -0.28 0.044
H 5.584200 6.776783 -5.622542 -0.04 -0.09 -0.04 0.076
H 4.110610 5.989633 -4.979642 0.37 0.09 0.74 0.069
H 4.344310 5.907923 -6.588782 0.63 0.01 -0.66 0.074
H 6.010030 4.673003 -4.416152 0.31 -0.26 0.41 0.126
H 4.373990 3.070133 -6.435652 -0.03 0.48 -0.53 0.118
H 3.875320 3.455193 -4.851752 0.33 -0.17 0.86 0.118
H 4.278400 0.750113 -5.673432 0.33 -0.45 -0.50 0.077
H 4.331630 0.979213 -4.008552 0.34 0.34 0.55 0.074
H 5.756240 0.185673 -4.739002 -0.15 0.14 -0.24 0.087
H 7.257520 3.555353 -6.152542 -0.14 -0.43 -0.10 0.067
H 7.490490 5.098313 -5.984492 0.37 0.38 -0.43 0.074
C 5.028640 -6.034267 -5.415672 0.27 -0.09 2.26 -0.205
C 3.728940 -5.185527 -5.271272 1.66 -1.10 -0.99 -0.214
O 3.700420 -4.456267 -6.489052 -1.15 0.52 0.03 -0.079
O 6.146090 -5.136547 -5.077652 -0.82 -0.67 -0.99 -0.096
H 5.185460 -6.578787 -6.346802 -0.41 0.91 -0.70 0.114
H 5.149050 -6.870027 -4.726402 -0.69 0.03 0.69 0.103
H 3.752530 -4.557377 -4.380792 0.43 0.18 0.01 0.113
H 2.825870 -5.783917 -5.150842 0.06 -0.13 -0.54 0.117
H 4.540270 -4.002747 -6.591832 0.15 0.03 0.18 0.075
H 6.904550 -5.669687 -5.326832 0.45 0.33 0.10 0.072
C 5.483660 -10.410747 0.242768 2.29 -0.04 -0.73 -0.278
C 4.054920 -10.141287 0.200058 -2.02 -1.11 0.70 -0.307
O 3.761940 -8.886597 -0.297292 0.18 1.27 -0.46 -0.038
O 5.771490 -11.775287 0.430468 -0.22 -0.95 0.72 -0.059
H 6.047210 -9.915497 1.033498 -0.24 0.92 -0.29 0.130
H 5.909350 -10.213907 -0.741172 0.10 0.72 0.02 0.129
H 3.612660 -10.284687 1.185918 -0.03 0.05 0.43 0.125
H 3.597160 -10.924647 -0.404022 0.00 -0.20 -0.32 0.127
H 2.808990 -8.773477 -0.323702 -0.12 0.08 -0.02 0.084
H 6.015410 -11.824177 1.357668 -0.01 -0.65 -0.05 0.082
C -1.142130 -8.105597 -1.413232 0.09 0.11 -0.18 -0.244
C -1.517640 -6.802037 -2.099932 0.64 0.56 0.79 -0.259
O -0.451630 -6.108727 -2.686352 0.78 -0.22 -1.50 -0.069
O -0.150130 -7.938367 -0.409032 -0.28 0.12 -0.12 -0.065
H -0.753660 -8.852797 -2.105242 -0.04 0.14 -0.14 0.122
H -2.070250 -8.476567 -0.978422 -0.13 -0.34 0.09 0.114
H -1.855770 -6.075337 -1.361232 -1.04 -0.43 0.40 0.116
H -2.278100 -7.012007 -2.852062 -0.05 0.20 -0.04 0.121
H 0.020610 -5.542897 -2.071192 -0.08 -0.15 0.29 0.067
H -0.598990 -7.423777 0.265738 0.25 0.12 0.51 0.073
C -3.497770 6.351733 0.784058 -0.86 -0.18 -0.64 -0.251
C -4.896920 6.603663 0.205248 1.18 0.81 0.68 -0.238
O -5.298060 7.849413 0.754718 -0.85 0.14 0.56 -0.078
O -2.598420 7.351943 0.333878 0.41 -0.69 -0.13 -0.059
H -3.250500 5.347363 0.440278 0.86 0.15 -0.36 0.112
H -3.497120 6.267483 1.870798 -0.32 0.26 0.15 0.114
H -5.550950 5.773793 0.472948 -0.20 0.02 -0.12 0.116
H -4.838240 6.803103 -0.864752 0.15 -0.80 -0.24 0.118
H -6.252170 7.818963 0.856408 -0.05 0.30 0.05 0.082
H -2.699840 8.145733 0.864188 -0.29 -0.05 0.08 0.083
C -3.228810 -5.384447 3.021318 0.42 -0.71 2.17 -0.188
C -3.694850 -5.623277 4.482698 -2.33 -0.31 -0.33 -0.293
O -2.617000 -5.469677 5.285518 3.34 0.71 1.55 -0.069
O -2.016030 -6.146637 2.841958 -1.03 0.51 -1.21 -0.078
H -3.088760 -4.303787 3.047078 0.59 0.17 -0.62 0.108
H -3.991230 -5.617557 2.278038 0.28 -0.32 0.04 0.118
H -4.110270 -6.579237 4.801518 -0.51 -0.52 -1.21 0.121
H -4.412710 -4.875987 4.820838 -0.63 0.26 -0.72 0.114
H -2.801470 -5.750547 6.184778 0.00 0.00 -0.11 0.107
H -1.554510 -6.190197 3.682618 -0.06 0.22 0.34 0.065
C 6.842210 -4.556927 -0.087772 -1.50 1.08 0.53 -0.209
C 6.470960 -3.166597 0.513258 0.87 -0.19 0.72 -0.249
O 5.103420 -2.982537 0.823418 -0.83 -0.92 -0.61 -0.079
O 6.437120 -5.620467 0.811228 0.53 0.85 -1.20 -0.065
H 7.902520 -4.582677 -0.339122 0.11 -0.08 0.53 0.113
H 6.333130 -4.598717 -1.050672 -0.24 -0.48 -0.08 0.111
H 6.790250 -2.358387 -0.144732 0.33 -0.09 -0.25 0.111
H 7.004150 -3.091437 1.460978 0.44 0.11 0.04 0.111
H 4.943440 -2.113927 1.199628 0.32 0.08 0.02 0.077
H 5.629660 -5.944597 0.405578 -0.17 -0.32 0.32 0.075
```
Forces are in eV/Å.

Summary:
Spin multiplicity: 1
Largest force on an atom, eV/A: 3.755
E_HOMO, eV: -8.7
Kohn-Sham gap, Ha: 0.3210
Energy relative to the best compared isomer or geometry (same formula, charge and spin), kJ/mol: 507.02